Below is a molecular structure, C40H46IrN8P2S3 in a non-equilibrium geometry, with properties calculated with wB97M-V/def2-TZVPD.

Structure (XYZ):
```
100
Properties=species:S:1:pos:R:3:forces:R:3:mulliken_charge:R:1
Ir -0.164 -0.660 -0.615 0.5 1.7 0.9 3.93
C -1.761 0.790 3.308 0.0 -0.1 0.2 -1.45
N -0.604 1.165 2.439 -0.3 0.2 -0.4 0.96
P -0.899 2.457 1.332 0.1 0.1 0.4 1.38
C 0.436 3.655 1.489 -0.3 -0.2 -0.2 1.77
C 0.850 4.089 2.749 0.0 0.1 0.0 -0.92
C 1.762 5.126 2.853 0.0 0.0 0.1 -0.94
C 2.252 5.740 1.706 0.0 0.0 -0.1 -0.72
C 1.837 5.312 0.453 0.0 0.0 0.0 -0.77
C 0.923 4.275 0.339 0.0 0.0 0.0 -0.98
C -2.443 3.254 1.796 0.3 -0.1 -0.1 0.52
C -2.500 4.017 2.966 0.0 0.0 0.0 -0.31
C -3.669 4.679 3.294 0.0 0.0 0.0 -0.89
C -4.774 4.603 2.454 0.0 0.0 0.0 -0.57
C -4.718 3.841 1.295 -0.1 0.0 0.0 -0.88
C -3.555 3.166 0.959 0.0 -0.1 0.1 -0.22
P 0.361 -0.142 1.857 0.3 0.0 -0.1 -0.68
C 0.506 -1.239 3.322 -0.2 0.0 -0.4 0.48
C 0.550 -2.620 3.123 -0.2 0.1 0.0 -0.21
C 0.813 -3.471 4.192 0.0 -0.1 0.0 -0.62
C 1.017 -2.949 5.459 0.0 0.0 0.0 -0.81
C 0.938 -1.575 5.667 0.0 0.1 0.0 -0.87
C 0.692 -0.721 4.605 0.1 -0.1 0.0 -0.29
C 2.083 0.497 1.918 0.0 -0.2 0.0 0.20
C 2.499 1.449 2.805 -0.3 -0.2 -0.1 -0.40
C 3.845 1.793 2.983 0.2 0.1 0.1 -0.98
C 4.855 1.053 2.322 0.0 -0.1 0.0 -1.00
C 4.531 0.097 1.428 0.0 0.1 0.1 -0.99
C 3.113 -0.139 1.003 -0.1 0.6 0.0 0.38
H -2.711 1.033 2.838 0.0 0.0 0.0 0.43
H -1.708 1.322 4.256 0.0 0.0 0.0 0.24
H -1.740 -0.276 3.520 0.0 0.0 0.0 0.59
H 0.456 3.631 3.649 0.0 0.0 0.0 0.29
H 2.081 5.468 3.829 0.0 0.0 0.0 0.52
H 2.946 6.566 1.793 0.0 0.0 0.0 0.47
H 2.212 5.796 -0.439 0.0 0.0 0.0 0.49
H 0.577 3.967 -0.639 0.0 0.0 0.0 0.49
H -1.642 4.106 3.618 0.0 0.0 0.0 0.34
H -3.720 5.269 4.200 0.0 0.0 0.0 0.48
H -5.676 5.150 2.695 0.0 0.0 0.0 0.44
H -5.580 3.778 0.644 0.0 0.0 0.0 0.45
H -3.509 2.589 0.044 0.0 0.0 0.0 0.42
H 0.327 -3.039 2.143 0.1 0.0 0.0 0.23
H 0.843 -4.543 4.041 0.0 0.0 0.0 0.51
H 1.227 -3.608 6.290 0.0 0.0 0.0 0.45
H 1.074 -1.168 6.660 0.0 0.0 0.0 0.51
H 0.643 0.345 4.778 0.0 0.0 0.0 0.34
H 1.755 1.948 3.406 0.0 0.0 0.0 0.49
H 4.116 2.589 3.663 0.0 0.0 0.0 0.59
H 5.895 1.240 2.556 0.0 0.0 0.0 0.50
H 5.298 -0.488 0.929 0.0 0.0 -0.1 0.50
H 2.112 -1.889 0.356 -0.1 0.0 0.1 -0.70
N 2.926 -1.650 0.944 -0.2 -0.1 0.0 0.39
N 2.971 0.364 -0.373 0.1 -0.2 -0.2 0.09
C 1.894 0.231 -1.162 -0.3 -0.2 0.3 -0.80
N 1.917 0.948 -2.265 0.0 -0.1 -0.1 -0.03
S -1.035 1.738 -0.556 0.1 -0.6 -0.2 -0.45
H 2.764 -2.015 1.891 0.0 0.0 0.0 0.39
H 3.765 -2.087 0.559 0.0 0.0 0.0 0.54
H 3.678 1.056 -0.606 0.1 0.0 0.0 0.39
H 2.661 1.596 -2.497 0.0 0.0 0.0 0.21
H 1.146 0.894 -2.912 0.0 0.0 0.0 0.16
C -3.595 -0.818 0.867 -0.1 0.0 0.0 -0.58
C -2.927 -2.114 0.628 0.2 0.2 -0.1 0.29
N -1.765 -2.274 0.055 -0.2 -0.3 0.1 -0.22
C -1.485 -3.611 -0.139 0.4 0.2 -0.5 0.28
C -2.459 -4.477 0.360 -0.6 -0.1 0.3 -0.73
S -3.730 -3.613 1.047 0.3 -0.4 -0.2 -0.06
C -0.348 -4.005 -0.899 -0.2 0.3 0.5 0.19
C -0.221 -5.249 -1.505 0.4 -0.5 -0.4 -0.95
S 1.151 -5.295 -2.484 -0.4 -0.2 0.2 -0.03
C 1.527 -3.657 -2.013 -0.1 0.4 0.3 0.36
N 0.672 -3.118 -1.181 0.2 -0.4 -0.4 -0.01
C 2.744 -2.998 -2.545 0.0 -0.1 -0.1 -1.01
H -2.897 0.003 0.714 0.0 0.0 0.0 -0.43
H -4.029 -0.781 1.868 0.0 0.0 0.0 0.54
H -4.422 -0.703 0.159 0.0 0.0 0.0 0.54
H -2.459 -5.558 0.346 0.0 0.0 0.0 0.49
H -0.890 -6.096 -1.443 0.0 0.0 0.0 0.41
H 2.757 -3.055 -3.636 0.0 0.0 0.0 0.47
H 3.646 -3.516 -2.207 0.0 0.0 0.0 0.42
H 2.769 -1.952 -2.257 0.0 0.1 0.1 -0.03
N -0.795 -0.755 -2.794 0.0 -0.1 0.0 -0.77
C -1.079 -0.770 -3.925 0.0 0.0 0.0 0.56
N -1.384 -0.769 -5.180 0.0 0.2 0.3 0.00
C -0.511 -0.140 -6.186 0.4 -0.2 -0.4 -0.71
C 0.110 -1.223 -7.072 -0.3 0.2 0.1 -0.39
C -0.990 -2.072 -7.709 0.2 -0.2 0.0 -0.73
C -1.901 -2.678 -6.642 -0.1 0.3 0.1 -0.45
C -2.476 -1.590 -5.730 -0.1 -0.5 -0.3 -0.76
H 0.250 0.463 -5.692 -0.1 0.0 0.1 0.37
H -1.131 0.514 -6.803 0.0 0.1 0.1 0.32
H 0.761 -1.857 -6.460 0.1 0.0 0.0 0.16
H 0.725 -0.738 -7.829 0.0 -0.1 0.0 0.37
H -0.539 -2.872 -8.297 0.0 0.0 0.0 0.33
H -1.572 -1.469 -8.410 0.0 0.0 0.0 0.33
H -1.335 -3.392 -6.034 0.0 0.0 0.0 0.22
H -2.736 -3.211 -7.097 0.0 -0.1 0.0 0.36
H -3.054 -2.021 -4.913 0.0 0.1 0.1 0.42
H -3.125 -0.935 -6.314 0.0 0.1 0.1 0.32
```
Forces are in eV/Å.

Energy relative to the best compared isomer or geometry (same formula, charge and spin) = 5.5 kcal per mole
2S+1 = 6
HOMO level (spin up / spin down) = -16.57 / -17.79 eV
Orbital gap (spin up / spin down) = 5.765 / 3.856 eV
Total charge = +4

Below is 3 unconnected molecules or ions with the total composition C40H46O6P, with properties calculated with wB97M-V/def2-TZVPD.

Structure (XYZ):
```
93
Properties=species:S:1:pos:R:3:forces:R:3:mulliken_charge:R:1
C 2.757 1.032 -3.144 -0.4 0.2 -0.5 -0.67
O 1.928 0.871 -4.287 0.0 -0.2 -0.1 -0.44
C 0.576 1.228 -4.059 -0.2 0.4 0.6 -0.82
C 0.336 2.723 -3.932 0.0 0.3 -0.5 0.77
C 0.317 3.445 -5.297 -0.2 -0.4 0.2 -1.10
C -1.090 3.874 -5.770 0.5 0.1 -0.3 0.01
C -1.313 5.392 -5.869 0.4 0.0 0.7 -1.04
C -2.043 6.051 -4.690 -0.7 -0.3 -0.3 -0.86
C -3.342 5.315 -4.259 0.9 0.3 -0.1 -0.35
C -3.143 4.697 -2.883 -0.8 0.1 0.4 0.46
C -4.338 3.962 -2.232 0.5 -0.1 -0.4 -1.55
P -5.565 3.033 -3.373 -0.6 -0.2 0.4 1.19
C -6.852 2.064 -4.430 0.4 0.2 0.1 -1.19
C -6.315 1.516 -5.722 -0.7 0.0 -0.1 -0.37
O -6.387 2.528 -6.748 0.7 -0.2 -0.2 -0.54
H 2.174 1.232 -2.249 -0.2 -0.1 0.2 0.27
H 3.417 1.885 -3.297 0.3 0.0 0.0 0.28
H 3.330 0.118 -3.017 0.2 -0.1 0.1 0.26
H -0.042 0.860 -4.873 0.2 -0.2 -0.3 0.53
H 0.212 0.748 -3.149 0.1 -0.2 0.2 0.18
H 1.070 3.190 -3.280 0.1 -0.1 0.2 0.39
H -0.631 2.836 -3.454 -0.2 0.1 0.2 -0.76
H 0.712 2.729 -6.014 0.2 0.0 -0.2 0.43
H 1.017 4.274 -5.300 0.0 0.3 0.0 0.39
H -1.228 3.467 -6.768 -0.2 -0.1 -0.2 0.36
H -1.821 3.388 -5.135 -0.3 0.0 0.1 0.01
H -0.326 5.851 -5.929 0.2 0.1 -0.2 0.43
H -1.806 5.657 -6.798 -0.3 -0.1 -0.2 0.39
H -2.304 7.057 -5.010 0.1 0.3 0.1 0.32
H -1.383 6.129 -3.829 0.2 0.1 0.1 0.38
H -3.552 4.574 -5.019 -0.4 -0.2 0.0 0.07
H -4.175 6.004 -4.220 -0.3 0.1 -0.1 0.57
H -2.871 5.535 -2.237 0.2 0.1 0.2 0.46
H -2.280 4.042 -2.868 0.3 -0.2 -0.3 -0.46
H -4.890 4.625 -1.569 -0.3 0.2 -0.1 0.40
H -3.912 3.183 -1.600 -0.1 -0.2 0.2 0.32
H -5.212 1.729 -2.698 0.1 -0.2 0.0 -0.86
H -4.510 2.752 -4.368 0.2 0.1 -0.1 -0.60
H -5.958 4.289 -4.036 0.1 0.1 0.0 0.13
H -6.631 3.230 -2.349 0.0 0.0 -0.1 -0.07
H -7.670 2.745 -4.654 -0.2 0.2 -0.1 0.46
H -7.244 1.252 -3.819 0.0 -0.1 0.2 0.42
H -5.291 1.158 -5.606 0.2 0.0 0.1 0.31
H -6.934 0.673 -6.046 0.1 -0.2 -0.2 0.30
H -5.587 2.433 -7.288 -0.4 0.2 0.2 0.29
C 2.444 -2.209 1.647 0.0 0.0 0.0 -0.58
C 1.970 -3.324 2.331 0.0 0.0 0.0 -0.24
C 0.640 -3.691 2.218 0.1 0.0 0.0 -0.83
C -0.224 -2.941 1.428 0.0 0.1 0.0 0.41
C 0.250 -1.812 0.758 -0.1 -0.1 0.1 0.15
C 1.588 -1.455 0.864 0.1 0.0 0.0 -0.50
C -0.664 -0.967 -0.063 0.0 0.2 -0.1 0.44
O -0.240 0.009 -0.647 0.0 0.0 0.0 -0.65
C -2.099 -1.354 -0.136 0.0 -0.1 0.0 0.29
C -2.980 -0.557 -0.855 0.0 0.1 0.0 -0.82
C -4.317 -0.907 -0.944 -0.2 0.0 -0.1 -0.30
C -4.777 -2.062 -0.320 0.1 0.0 0.0 -0.70
C -3.905 -2.860 0.402 -0.1 0.0 0.0 -0.55
C -2.565 -2.508 0.504 0.1 0.0 0.0 0.29
C -1.649 -3.361 1.305 -0.2 -0.2 0.1 0.52
O -2.043 -4.374 1.850 0.0 0.0 0.0 -0.69
H 3.486 -1.927 1.730 0.0 0.0 0.0 0.43
H 2.639 -3.903 2.954 0.0 0.0 0.0 0.38
H 0.264 -4.558 2.742 -0.1 0.0 0.0 0.47
H 1.950 -0.585 0.333 -0.1 0.0 0.0 0.50
H -2.624 0.340 -1.344 0.0 0.0 0.0 0.67
H -4.994 -0.273 -1.506 0.0 0.1 0.0 0.32
H -5.821 -2.336 -0.396 0.0 0.0 0.0 0.41
H -4.258 -3.757 0.892 0.1 0.0 0.0 0.46
C 3.947 -7.124 8.206 0.0 0.0 0.0 -0.53
C 4.886 -7.075 9.231 0.0 0.0 0.0 -0.45
C 5.757 -6.003 9.326 0.0 -0.1 0.1 -0.59
C 5.698 -4.978 8.390 -0.1 0.0 -0.1 0.22
C 4.767 -5.036 7.351 0.1 0.0 0.1 0.14
C 3.887 -6.108 7.268 -0.1 -0.1 0.0 -0.49
C 4.711 -3.969 6.314 -0.2 0.0 -0.2 0.44
O 3.899 -4.017 5.413 0.0 0.0 0.0 -0.63
C 5.682 -2.846 6.408 0.1 0.0 0.1 0.06
C 5.678 -1.863 5.426 0.0 0.1 -0.1 -0.58
C 6.566 -0.804 5.505 0.0 0.0 0.0 -0.60
C 7.458 -0.719 6.569 0.0 0.0 0.0 -0.41
C 7.469 -1.696 7.548 0.1 0.1 0.0 -0.67
C 6.587 -2.766 7.469 -0.1 0.0 -0.1 0.46
C 6.631 -3.823 8.517 0.1 0.0 0.2 0.54
O 7.406 -3.748 9.449 0.0 0.0 0.0 -0.67
H 3.263 -7.959 8.138 0.0 0.0 0.0 0.40
H 4.937 -7.875 9.957 0.0 0.0 0.0 0.39
H 6.485 -5.956 10.123 0.0 0.1 0.0 0.47
H 3.162 -6.143 6.467 0.0 0.1 0.0 0.49
H 4.979 -1.932 4.605 -0.1 -0.1 0.0 0.73
H 6.563 -0.042 4.738 0.0 0.0 0.0 0.41
H 8.147 0.113 6.631 0.0 0.0 0.0 0.39
H 8.162 -1.636 8.376 0.0 -0.1 0.0 0.47
```
Forces are in eV/Å.

2S+1 = 1
HOMO level = -3.41 eV
Orbital gap = 3.219 eV
Total charge = -1

The records above yield molar mass values of 989.23; 653.78 g/mol, respectively.